[1]
Molecular formula: C23H51N4O7
Method: DFT, wB97M-V/def2-TZVPD

Calculated values
* HOMO level: -10.3 eV
* DFT total energy: -44957.5078 eV
* energy relative to the best compared isomer or geometry (same formula, charge and spin): 79.1 kcal/mol
* orbital gap: 7.18 eV
* LUMO: -3.17 eV
* total charge: +1

Each line ends with the Löwdin charge.
Cartesian coordinates (Å):
C (1.01875, 3.34838, 1.47401)  -0.104
C (0.17174, 1.96655, 1.26941)  -0.232
C (0.57142, 0.96385, 2.45612)  -0.165
C (-0.42230, -0.33491, 2.58059)  -0.293
C (0.47841, -1.49513, 3.24244)  -0.077
N (-0.89812, -0.62591, 1.19041)  -0.057
C (-2.38129, -0.73137, 1.05804)  -0.112
C (-2.95870, -2.14817, 0.59760)  -0.261
C (-4.18554, -1.93384, -0.45882)  -0.174
C (-5.53797, -1.39730, 0.22799)  -0.164
C (-5.78255, 0.09596, -0.36231)  -0.200
C (-6.49303, 0.19867, -1.73552)  -0.020
C (-6.67462, 1.65015, -2.31059)  -0.047
C (-6.15351, 2.90677, -1.52758)  -0.068
C (-5.47043, 2.71591, -0.14324)  -0.067
C (-5.25482, 1.28504, 0.47064)  -0.049
C (-1.91821, -3.11633, -0.13385)  -0.158
N (-0.62137, -3.11442, 0.63346)  0.059
C (-0.16423, -1.70210, 0.54113)  -0.209
N (0.90812, -1.37265, -0.17207)  0.157
C (1.77410, -2.36606, -0.90444)  -0.123
C (3.17331, -1.60736, -1.18114)  -0.174
C (3.90119, -2.11023, -2.55267)  -0.150
C (4.73135, -0.80707, -3.06951)  -0.207
N (5.55843, -0.18640, -1.99202)  0.001
C (5.06359, 1.14285, -1.58950)  -0.409
C (4.91516, 1.39377, 0.00650)  -0.017
O (4.71229, 2.07187, -2.36110)  0.026
H (1.71335, 3.24517, 2.38422)  0.074
H (0.25543, 4.18122, 1.68875)  0.058
H (1.66128, 3.57456, 0.55087)  0.057
H (0.44388, 1.59954, 0.22196)  0.060
H (-0.95658, 2.13745, 1.29026)  0.107
H (0.69418, 1.47968, 3.46581)  0.122
H (1.61351, 0.53611, 2.17553)  0.110
H (-1.23360, -0.02410, 3.31678)  0.152
H (1.49654, -1.64092, 2.71230)  0.093
H (0.75834, -1.10951, 4.29774)  0.106
H (-0.07731, -2.48059, 3.41664)  0.061
H (-2.93553, -0.44805, 2.03250)  0.135
H (-2.71975, 0.06666, 0.29238)  0.129
H (-3.43077, -2.72154, 1.48153)  0.150
H (-3.81775, -1.14589, -1.21378)  0.118
H (-4.37199, -2.89564, -1.07578)  0.123
H (-6.39813, -2.08419, -0.12711)  0.115
H (-5.54938, -1.43043, 1.36705)  0.112
H (-6.86668, -0.70648, -2.33750)  0.104
H (-7.17182, 1.76197, -3.33555)  0.065
H (-6.28032, 3.94475, -1.98821)  0.087
H (-5.06746, 3.59008, 0.47488)  0.083
H (-4.73923, 1.13027, 1.48155)  0.087
H (-1.69432, -2.65766, -1.16838)  0.140
H (-2.33012, -4.18440, -0.27789)  0.147
H (-0.90336, -3.27270, 1.61989)  0.114
H (1.13795, -0.35659, -0.20848)  0.149
H (1.93609, -3.29106, -0.23650)  0.140
H (1.30062, -2.75366, -1.86968)  0.134
H (3.87999, -1.69691, -0.28643)  0.120
H (2.90732, -0.49878, -1.39173)  0.096
H (4.59522, -2.99890, -2.37623)  0.118
H (3.05816, -2.33853, -3.30474)  0.114
H (5.43420, -1.16761, -3.90662)  0.130
H (3.98417, -0.07788, -3.54204)  0.125
H (6.54690, -0.09565, -2.27101)  0.085
H (4.34745, 0.49335, 0.45654)  0.067
H (4.35144, 2.36098, 0.24482)  0.096
H (5.96124, 1.36665, 0.46248)  0.083
O (-0.65994, 5.45680, 3.50427)  -0.063
H (-0.30029, 6.34960, 3.57854)  0.044
H (-1.56004, 5.53880, 3.84301)  0.039
O (8.10863, 0.35827, -3.60593)  -0.054
H (7.54602, 1.14463, -3.62422)  0.044
H (8.99380, 0.70839, -3.44366)  0.056
O (1.74132, 2.33700, -1.46110)  -0.055
H (1.21256, 2.21992, -2.26103)  0.062
H (2.58439, 1.91287, -1.67551)  0.000
O (5.44405, 0.90586, 3.07100)  -0.068
H (5.72664, 1.53273, 3.74872)  0.045
H (6.25621, 0.44486, 2.82684)  0.038
O (0.46250, -4.90516, 4.20265)  -0.064
H (0.97659, -4.36859, 4.81916)  0.039
H (1.12780, -5.29709, 3.62321)  0.041
O (-7.18902, 0.70586, -5.30119)  -0.065
H (-7.72128, 0.58131, -6.09697)  0.047
H (-6.34425, 0.29268, -5.51859)  0.045

Atoms 1-2, force components in eV/Å:
C -0.63 -0.25 0.13
C 0.65 0.66 0.71

---

[2]
Molecular formula: C23H51N6O5P2S2
Method: DFT, wB97M-V/def2-TZVPD

Calculated values
* HOMO level: -9.9 eV
* DFT total energy: -84085.3393 eV
* orbital gap: 5.78 eV
* LUMO: -4.11 eV
* total charge: +1

Each line ends with the Löwdin charge.
Cartesian coordinates (Å):
C (0.59999, 4.15535, -0.07715)  0.010
C (0.23748, 2.71087, -0.71392)  -0.370
O (-0.87198, 2.16230, -0.41352)  0.052
O (1.21843, 2.17449, -1.62053)  -0.058
C (1.59057, 0.81765, -1.27819)  -0.232
C (2.65667, 0.73454, -0.02704)  -0.298
S (2.72459, -1.09240, 0.41852)  0.775
S (3.25363, -2.23485, -1.30274)  0.542
C (4.04164, -1.41404, 1.72500)  -0.320
O (3.49171, -2.11929, 2.88025)  -0.152
C (2.43029, -3.02033, 2.45319)  -0.260
C (2.89588, -4.27600, 1.62780)  -0.031
C (1.82996, -5.25944, 1.09533)  -0.046
C (0.33426, -4.94522, 1.42142)  -0.051
C (-0.13521, -3.73858, 2.26967)  -0.036
C (0.92542, -2.74662, 2.79989)  0.017
H (-0.33819, 4.78350, 0.11296)  0.103
H (1.21467, 3.99579, 0.87278)  0.080
H (1.25175, 4.68493, -0.87076)  0.098
H (0.68299, 0.13132, -1.06662)  0.144
H (2.15331, 0.34946, -2.16956)  0.111
H (2.23388, 1.35867, 0.84267)  0.098
H (3.70521, 1.06922, -0.34882)  0.117
H (2.25370, -1.88765, -2.23559)  -0.113
H (4.82925, -2.13581, 1.28136)  0.121
H (4.56492, -0.44510, 2.02307)  0.135
H (4.01270, -4.42044, 1.42377)  0.108
H (2.12835, -6.16724, 0.46156)  0.103
H (-0.45647, -5.64980, 1.01027)  0.092
H (-1.23810, -3.55857, 2.47762)  0.102
H (0.70882, -1.82377, 3.43060)  0.088
O (-0.53257, -2.12855, -3.95156)  -0.338
P (-0.72506, -2.11253, -5.48336)  0.762
N (0.72241, -1.25091, -5.74081)  -0.364
C (0.99606, 0.13791, -6.02503)  -0.130
C (1.95838, -2.00114, -5.55121)  -0.138
N (-2.12941, -1.11422, -5.37422)  -0.329
C (-2.23091, 0.26660, -5.80956)  -0.136
C (-2.92792, -1.25100, -4.14689)  -0.143
N (-0.96946, -2.17952, -7.22689)  -0.294
C (-0.14103, -1.66988, -8.30097)  -0.110
C (-2.30794, -2.52509, -7.71061)  -0.131
H (1.59148, 0.23052, -6.94427)  0.082
H (1.55626, 0.61744, -5.21157)  0.079
H (0.11965, 0.75019, -6.20256)  0.049
H (2.08648, -2.73536, -6.35302)  0.074
H (1.94886, -2.53681, -4.59589)  0.046
H (2.84587, -1.36148, -5.54999)  0.082
H (-1.71475, 0.94684, -5.12282)  0.084
H (-3.27912, 0.58104, -5.85096)  0.086
H (-1.86151, 0.39929, -6.82583)  0.068
H (-2.48966, -0.69298, -3.31187)  0.077
H (-3.01855, -2.30261, -3.85785)  0.073
H (-3.95177, -0.88945, -4.29560)  0.082
H (-0.28724, -0.59492, -8.44205)  0.088
H (-0.37926, -2.15466, -9.25350)  0.086
H (0.91922, -1.87810, -8.15206)  0.077
H (-2.90334, -1.62599, -7.89787)  0.085
H (-2.83866, -3.14729, -6.98506)  0.079
H (-2.26958, -3.10103, -8.63937)  0.080
O (-0.30477, -0.07105, 5.28983)  -0.320
P (-1.27324, 1.12342, 5.15811)  0.767
N (-0.11282, 2.08685, 4.36254)  -0.354
C (0.73562, 3.16576, 4.80943)  -0.128
C (0.18421, 1.72208, 2.98371)  -0.139
N (-1.33512, 1.36260, 6.86634)  -0.329
C (-0.77702, 2.48952, 7.59125)  -0.136
C (-1.14245, 0.16339, 7.69592)  -0.142
N (-2.44352, 2.42905, 4.98282)  -0.294
C (-2.29976, 3.72654, 4.35455)  -0.111
C (-3.64825, 2.37510, 5.81378)  -0.131
H (0.58277, 4.05748, 4.18402)  0.077
H (1.79833, 2.89617, 4.75738)  0.088
H (0.54979, 3.50515, 5.82164)  0.050
H (-0.66593, 1.95357, 2.33388)  0.070
H (0.39388, 0.65037, 2.89860)  0.057
H (1.05537, 2.24965, 2.58155)  0.054
H (0.31497, 2.42848, 7.65641)  0.087
H (-1.16221, 2.51682, 8.61602)  0.086
H (-1.07971, 3.44137, 7.15605)  0.067
H (-0.08333, -0.10029, 7.79023)  0.081
H (-1.68115, -0.69090, 7.27451)  0.073
H (-1.54675, 0.30764, 8.70427)  0.082
H (-1.78788, 4.43447, 5.01319)  0.088
H (-3.27432, 4.16190, 4.10971)  0.086
H (-1.78004, 3.67684, 3.39665)  0.074
H (-3.51161, 2.93769, 6.74264)  0.085
H (-3.90329, 1.34290, 6.06818)  0.079
H (-4.51885, 2.78822, 5.29676)  0.079

Atoms 1-2, force components in eV/Å:
C 0.57 -0.56 -1.67
C -4.03 -0.08 1.79